No. 1
ORCA calculation (ωB97M-V/def2-TZVPD) on C26H24N7O3S3W as an isolated structure.

XYZ file:
```
64
Properties=species:S:1:pos:R:3:lowdin_spin:R:1
W -0.215 0.539 -0.385 1.606
S -0.436 1.027 1.929 0.049
S -0.956 -1.775 -0.787 0.044
S 2.015 -0.039 0.180 -0.018
O -3.128 -3.779 2.615 0.000
O 0.172 0.635 -2.339 0.051
O 0.122 2.492 -0.757 0.035
N 4.688 1.024 2.494 0.015
N 0.544 1.768 -2.847 0.011
N 0.498 2.719 -2.016 0.043
N -2.509 -1.908 1.439 0.005
N -2.337 1.124 -0.729 0.023
N 1.405 2.417 4.722 -0.001
N -2.844 -3.446 -0.303 0.009
C -2.792 1.233 -1.990 0.011
C 3.595 0.913 2.154 0.003
C -3.213 1.366 0.263 0.011
C 0.717 4.068 -2.422 -0.001
C -4.133 -4.059 0.020 0.001
C 0.894 6.376 -1.838 -0.001
C -4.129 0.180 4.932 0.000
C -2.197 -2.433 0.236 0.022
C 0.715 5.060 -1.450 0.007
C -3.933 -1.691 3.436 0.000
C 2.251 0.783 1.698 0.035
C -5.466 -0.125 5.140 0.000
C -4.820 -4.483 -1.272 0.000
C -5.268 -2.016 3.673 0.000
C 1.076 6.691 -3.176 0.007
C 1.215 1.242 2.444 0.013
C -4.090 1.589 -2.292 0.000
C -5.101 -3.304 -2.204 0.000
C -3.364 -0.592 4.072 0.000
C 0.901 4.368 -3.769 0.006
C -6.036 -1.221 4.507 0.000
C 1.366 1.879 3.707 0.000
C 1.080 5.687 -4.136 -0.001
C -4.990 1.814 -1.261 0.008
C -4.536 1.689 0.043 -0.001
C -3.175 -2.588 2.526 0.000
H 1.223 7.721 -3.472 0.000
H -5.759 -4.963 -0.997 0.000
H -3.668 1.009 5.453 0.000
H -7.074 -1.472 4.676 0.000
H -5.692 -2.896 3.205 0.000
H 0.583 4.797 -0.411 0.000
H -5.189 1.849 0.889 0.000
H -4.215 -5.237 -1.782 0.000
H -5.793 -3.596 -2.993 0.000
H -3.985 -4.905 0.689 0.000
H -6.017 2.083 -1.465 0.000
H -6.060 0.481 5.811 0.000
H 1.225 5.936 -5.179 0.000
H -2.095 1.011 -2.786 0.001
H 0.906 3.576 -4.505 0.000
H -4.755 -3.331 0.539 0.000
H -4.389 1.688 -3.326 0.000
H 0.899 7.156 -1.089 0.000
H -5.550 -2.474 -1.652 0.000
H -2.836 1.329 1.275 0.001
H -4.193 -2.936 -2.685 0.000
H -2.444 -3.763 -1.175 0.000
H -2.015 -1.061 1.685 0.002
H -2.316 -0.363 3.943 0.001
```

As for the spin multiplicity: 3. Its total charge is +1. The value obtained for the energy relative to the best compared isomer or geometry (same formula, charge and spin) is 0.239 eV. The expectation value of S² is 2.03. The calculation puts the orbital gap (alpha / beta) at 0.2533 / 0.2533 Eh. The HOMO energy (alpha / beta) comes out at -11.05 / -11.24 eV.



No. 2
ORCA calculation (ωB97M-V/def2-TZVPD) on C26H24NO9PSe2V as an isolated structure.

XYZ file:
```
64
Properties=species:S:1:pos:R:3:lowdin_spin:R:1
Se 0.380 0.524 0.362 -0.002
Se 2.114 -0.880 3.388 0.001
V -0.845 -1.752 -0.289 1.922
P 1.283 0.777 2.317 0.001
O 1.127 -2.422 -0.648 0.007
O -1.453 -3.293 -1.365 0.005
O -1.821 -5.503 -1.427 0.002
O -3.474 -1.945 2.669 0.004
O -1.817 1.850 -7.604 0.000
O -0.954 -0.711 -2.006 0.017
O -2.244 -1.270 0.917 0.008
O 0.818 -1.629 -3.023 0.008
O -3.010 2.220 -5.666 0.000
N -0.670 -3.350 1.189 -0.002
C -1.693 0.684 -4.247 0.001
C -1.520 -4.449 0.692 0.003
C 0.120 -0.406 -5.441 0.001
C 2.861 2.681 0.919 -0.001
C -0.668 2.286 5.599 0.000
C -1.601 -4.467 -0.832 0.004
C -1.720 3.238 3.663 0.000
C 3.846 3.661 0.845 0.000
C 4.281 3.406 3.191 0.000
C -1.294 1.087 -6.589 0.001
C 0.181 1.557 4.778 0.000
C -0.871 2.511 2.841 0.000
C -0.217 0.238 -6.634 0.000
C -0.599 -0.193 -4.275 -0.001
C -2.451 -1.950 2.023 0.004
C 3.306 2.427 3.264 0.000
C 4.554 4.028 1.978 0.000
C -2.009 1.303 -5.426 0.000
C -0.203 -0.922 -3.021 0.006
C -1.226 -2.775 2.427 0.005
C 0.092 1.672 3.394 0.001
C -3.004 2.437 -7.069 0.000
C 1.352 -3.732 -0.136 0.001
C 0.751 -3.737 1.256 0.003
C -1.618 3.131 5.042 0.000
C 2.582 2.062 2.129 -0.001
H 0.909 -4.484 -0.793 0.000
H -1.504 -3.543 3.152 0.000
H -3.877 1.954 -7.519 0.000
H 0.337 0.076 -7.549 0.000
H 0.953 -1.095 -5.404 0.000
H 4.836 3.680 4.080 0.000
H 0.865 -4.723 1.721 0.000
H -2.286 3.694 5.683 0.000
H -1.176 -5.414 1.070 0.000
H -0.965 2.574 1.765 0.000
H 0.903 0.871 5.203 0.000
H 1.272 -2.994 1.859 0.000
H -2.244 0.843 -3.332 0.000
H -0.594 2.182 6.675 0.000
H -2.993 3.508 -7.270 0.000
H -0.481 -2.108 2.868 0.001
H 2.426 -3.918 -0.067 0.000
H 2.312 2.390 0.033 0.000
H 5.321 4.790 1.919 0.000
H -2.473 3.880 3.222 0.000
H -2.539 -4.292 1.051 0.000
H 1.163 -2.319 -1.647 0.001
H 3.112 1.923 4.204 0.000
H 4.059 4.133 -0.107 0.000
```

As for the spin multiplicity: 3. Its total charge is -1. The value obtained for the energy relative to the best compared isomer or geometry (same formula, charge and spin) is 0.148 eV. The expectation value of S² is 2.01. The calculation puts the orbital gap (alpha / beta) at 0.2819 / 0.2837 Eh. The HOMO energy (alpha / beta) comes out at -5.25 / -5.29 eV.



No. 3
ORCA calculation (ωB97M-V/def2-TZVPD) on C26H25AsBrCuN3O8PS as an isolated structure.

XYZ file:
```
67
Properties=species:S:1:pos:R:3:lowdin_charge:R:1
Br 3.807 -6.012 1.008 0.722
As 1.952 2.446 -1.558 1.049
Cu 0.367 -0.249 -0.889 0.366
S -3.257 1.342 -2.250 0.692
P 3.338 0.762 1.394 0.791
O -2.984 1.892 -3.571 -0.460
O 2.073 -2.091 -0.355 -0.078
O 1.525 -4.015 0.690 -0.084
O -1.957 2.149 -1.176 -0.276
O 0.571 3.115 -0.444 -0.333
O -2.805 -0.030 -2.042 -0.477
O 1.500 0.905 -1.995 -0.630
O 1.441 3.377 -3.044 -0.393
N -0.847 -0.972 0.581 0.041
N -2.910 -1.138 1.321 -0.009
N -9.219 0.612 3.027 0.129
C -1.141 6.226 -1.277 -0.139
C 4.210 -4.105 -3.231 -0.093
C -4.844 0.287 1.005 0.026
C 4.909 -5.254 -2.886 -0.117
C 3.169 -4.050 -1.033 -0.143
C -6.127 0.651 1.362 -0.010
C -8.144 0.327 2.731 -0.199
C -0.411 3.934 -0.870 -0.346
C -1.957 -0.319 0.793 -0.123
C -1.070 -2.283 0.950 -0.070
C -0.174 5.307 -0.881 -0.063
C 4.431 0.097 0.078 -0.324
C -6.178 -1.104 3.015 -0.037
C 3.367 -3.513 -2.307 -0.021
C -4.216 -0.769 1.666 -0.163
C -6.805 -0.042 2.365 -0.247
C 3.888 -5.194 -0.714 -0.604
C -2.385 5.761 -1.663 -0.130
C 3.493 -0.594 2.630 -0.318
C 4.531 1.965 2.142 -0.344
C 4.757 -5.792 -1.620 -0.169
C -2.654 4.397 -1.644 -0.045
C -4.890 -1.461 2.672 -0.006
C -1.691 3.459 -1.262 -0.293
C 2.158 -3.316 -0.120 -0.664
C -2.336 -2.404 1.418 -0.040
H -4.340 0.791 0.191 0.080
H 2.834 -2.598 -2.534 0.120
H 4.328 -3.665 -4.213 0.095
H -2.887 -3.253 1.777 0.105
H 5.386 -0.254 0.483 0.030
H 3.903 -0.719 -0.418 0.009
H 4.627 2.829 1.481 0.018
H 5.581 -5.726 -3.593 0.089
H 3.041 -1.495 2.209 0.023
H -0.272 -3.014 0.904 0.081
H 4.614 0.882 -0.658 0.010
H -4.390 -2.264 3.195 0.108
H 2.935 -0.335 3.532 0.021
H 5.309 -6.674 -1.322 0.078
H -0.918 7.286 -1.282 0.081
H -2.104 0.730 0.588 0.122
H 5.520 1.522 2.295 0.022
H -6.702 -1.638 3.796 0.114
H 0.957 4.174 -2.793 -0.019
H -6.616 1.467 0.846 0.123
H 4.534 -0.798 2.899 0.028
H 4.149 2.318 3.102 0.018
H -3.624 4.037 -1.956 0.087
H -3.158 6.453 -1.979 0.084
H 0.808 5.637 -0.559 0.108
```

As for the spin multiplicity: 1. Its total charge is -2. The calculation puts the orbital gap at 0.2347 Eh. The HOMO energy comes out at -2.58 eV.



No. 4
ORCA calculation (ωB97M-V/def2-TZVPD) on C26H25BiIN4O3 as an isolated structure.

XYZ file:
```
60
Properties=species:S:1:pos:R:3:lowdin_charge:R:1
Bi -0.134 -0.642 0.394 1.815
I -3.632 -1.181 1.369 0.946
O -0.469 -0.230 -2.003 -0.176
O -2.333 4.838 2.285 -0.058
O 0.081 0.029 2.441 -0.302
N -1.550 1.150 0.433 -0.107
N 0.278 -0.794 -4.042 0.193
N 0.931 1.211 -3.139 0.058
N 1.349 2.753 4.332 0.140
C -4.741 0.036 -1.156 -0.137
C -2.693 1.091 -0.444 -0.369
C 4.226 -0.662 -0.463 -0.160
C 4.723 0.538 0.101 -0.016
C -4.856 0.952 -2.189 -0.062
C 0.222 0.077 -3.004 -0.575
C -1.435 2.180 1.210 -0.016
C 4.622 -2.799 -1.532 -0.065
C -2.837 2.026 -1.462 -0.029
C 1.137 1.538 3.890 -0.255
C -3.911 1.959 -2.332 -0.056
C 1.945 0.118 0.027 -0.297
C -0.908 4.899 2.223 -0.196
C 2.822 -0.868 -0.535 -0.208
C -0.448 2.366 2.242 -0.093
C 0.971 2.317 -2.197 -0.049
C 2.476 1.275 0.542 -0.134
C 3.871 1.495 0.568 -0.059
C -0.225 3.669 2.773 -0.153
C 2.359 -2.051 -1.182 -0.090
C 5.103 -1.659 -0.961 -0.022
C 1.902 0.388 4.476 -0.011
C -3.665 0.109 -0.282 -0.645
C 3.229 -2.989 -1.658 -0.067
C 0.230 1.277 2.812 -0.314
C 0.675 3.798 3.789 -0.082
H 2.850 -3.879 -2.145 0.110
H 1.838 2.048 0.955 0.094
H 0.896 4.774 4.210 0.119
H -5.499 -0.724 -1.014 0.099
H -4.009 2.694 -3.120 0.114
H 2.552 0.754 5.266 0.085
H -0.534 5.776 2.752 0.122
H 0.452 2.030 -1.290 0.047
H 1.294 -2.208 -1.335 0.060
H -0.306 -1.608 -3.996 0.120
H -2.185 2.963 1.101 0.143
H 0.675 -0.548 -4.930 0.113
H 5.797 0.687 0.146 0.121
H -0.664 5.033 1.170 0.126
H 0.492 3.200 -2.620 0.091
H 2.500 -0.099 3.700 0.083
H -2.090 2.806 -1.568 0.116
H 6.173 -1.493 -0.881 0.120
H 2.000 2.557 -1.943 0.090
H 4.254 2.418 0.988 0.113
H -2.611 4.924 3.203 0.104
H 5.301 -3.556 -1.902 0.111
H 1.224 -0.371 4.875 0.089
H -5.697 0.889 -2.868 0.115
H 1.470 1.318 -3.979 0.146
```

As for the spin multiplicity: 1. Its total charge is +1. The value obtained for the energy relative to the best compared isomer or geometry (same formula, charge and spin) is 0.000 eV. The calculation puts the orbital gap at 0.2788 Eh. The HOMO energy comes out at -10.98 eV.



> Look up the total charge of the second one.

-1